Density functional theory data (ωB97M-V/def2-TZVPD) for a molecular structure, C45H51AlF2N3O at a distorted geometry.

Energy in eV: -66042.692
2S+1: 1
Total charge: +1

Geometry (Å):
1 Al 0.618 -0.036 -0.213
2 F 3.424 0.645 4.137
3 F -0.846 -1.138 4.844
4 O 0.792 -0.048 -2.118
5 N -0.565 -1.602 -0.456
6 N 2.631 0.330 -0.068
7 N -0.649 1.393 -0.204
8 C -2.739 -3.343 2.556
9 C 0.838 -3.612 -0.402
10 C 2.083 0.088 2.236
11 C -3.538 2.284 -2.287
12 C -1.669 -1.307 -1.089
13 C 4.454 0.415 1.470
14 C -1.430 -3.729 0.456
15 C -0.287 1.075 -3.925
16 C -2.366 2.151 2.092
17 C 2.686 -3.416 -2.119
18 C -3.942 -3.766 0.400
19 C 0.106 -0.711 3.999
20 C 4.873 0.506 -0.877
21 C 1.309 -0.254 4.510
22 C -0.475 2.670 0.433
23 C -0.385 -2.975 -0.124
24 C -2.192 -0.038 -1.442
25 C 2.866 3.560 -0.901
26 C -2.486 2.378 -1.420
27 C -1.306 3.051 1.502
28 C -2.119 1.953 3.593
29 C -3.762 2.736 1.847
30 C 0.448 -0.054 -3.306
31 C -1.272 -5.104 0.579
32 C -3.979 1.030 -2.729
33 C 3.510 0.429 -1.064
34 C -2.698 -3.139 1.036
35 C -3.335 -0.090 -2.284
36 C 3.130 -2.933 0.290
37 C 0.793 -1.201 -4.192
38 C 0.839 -0.342 1.746
39 C 0.930 4.059 -2.421
40 C 0.493 3.574 -0.032
41 C -0.117 -5.748 0.187
42 C -1.744 1.248 -0.986
43 C -0.241 5.226 1.561
44 C 3.083 0.316 1.203
45 C -1.157 4.318 2.053
46 C -0.147 -0.715 2.642
47 C 0.583 4.843 0.523
48 C 1.396 3.259 -1.201
49 C 5.354 0.486 0.427
50 C 0.945 -4.987 -0.253
51 C 2.081 -2.868 -0.824
52 C 2.280 0.153 3.617
53 H -0.165 6.218 1.982
54 H 1.544 3.836 -3.291
55 H 4.026 -2.387 -0.001
56 H -3.828 3.761 2.203
57 H 1.483 -0.212 5.573
58 H -2.185 3.352 -1.069
59 H -4.042 3.177 -2.623
60 H -0.037 -6.823 0.250
61 H -3.545 -2.747 2.978
62 H 4.810 0.414 2.484
63 H 6.414 0.507 0.619
64 H -1.120 -1.020 2.290
65 H -4.838 -3.337 0.840
66 H -2.923 -4.382 2.812
67 H -4.508 2.145 2.370
68 H -1.355 0.836 -3.936
69 H 3.443 -2.731 -2.494
70 H -2.070 -5.698 0.991
71 H 2.737 -2.500 1.207
72 H 5.538 0.572 -1.723
73 H 1.294 5.551 0.127
74 H -1.789 4.611 2.876
75 H -3.995 2.726 0.785
76 H -2.387 2.840 4.162
77 H 3.169 -4.374 -1.945
78 H 0.411 -1.065 -5.199
79 H -3.962 -3.596 -0.675
80 H -1.069 1.734 3.780
81 H -2.279 -2.147 -1.424
82 H -1.809 -3.043 3.031
83 H -0.114 3.847 -2.647
84 H 3.414 -3.962 0.491
85 H 0.019 1.226 -4.958
86 H -3.706 -1.062 -2.580
87 H -0.163 1.987 -3.351
88 H 1.314 2.184 -1.407
89 H 1.002 5.124 -2.213
90 H 3.097 0.445 -2.063
91 H 1.812 -1.813 -0.971
92 H -2.310 1.173 1.602
93 H -3.965 -4.839 0.570
94 H -2.715 1.121 3.962
95 H 3.176 3.093 0.032
96 H 1.879 -1.311 -4.230
97 H 1.929 -3.560 -2.883
98 H 3.491 3.180 -1.707
99 H 0.403 -2.126 -3.770
100 H 1.877 -5.473 -0.493
101 H -4.821 0.956 -3.397
102 H -2.721 -2.062 0.844
103 H 3.038 4.629 -0.814